Molecular formula: C20H15AsN2O2S4Tc
Method: DFT, ωB97M-V with the def2-TZVPD basis set

XYZ file:
```
45
Properties=species:S:1:pos:R:3:forces:R:3
Tc -2.172 -2.304 0.319 0.41 -0.31 2.99
S -5.631 -4.691 0.414 0.45 -0.03 0.08
As -3.767 -5.252 0.988 -0.30 -0.35 0.06
S -2.202 -2.365 2.409 -0.13 0.18 -2.59
S -1.990 -4.568 -0.177 -0.03 0.47 0.04
S -3.169 -6.434 2.530 -0.03 0.32 -0.34
C -2.677 3.117 -1.358 0.06 0.08 0.03
N -3.082 1.716 -1.254 -0.01 -0.06 0.01
C -4.159 1.232 -1.909 -0.01 -0.04 0.01
C -4.543 -0.072 -1.859 -0.10 -0.16 -0.04
C -3.750 -0.895 -1.043 0.03 0.37 -0.03
O -3.857 -2.164 -0.826 -0.02 -0.06 0.04
N -2.693 -0.402 -0.375 -0.06 -0.42 -0.11
C -2.255 0.893 -0.467 0.10 0.08 0.02
O -1.262 1.327 0.068 -0.02 -0.02 -0.06
H -3.424 3.663 -1.927 -0.02 -0.03 -0.01
H -1.709 3.189 -1.850 -0.01 0.00 -0.01
H -2.584 3.545 -0.363 -0.03 -0.01 0.00
H -4.715 1.952 -2.495 0.04 0.03 0.00
H -5.392 -0.453 -2.402 -0.01 0.03 0.02
C -0.298 -1.837 0.051 -0.50 0.18 -0.16
C 0.757 -1.202 0.011 0.24 -0.22 0.04
C 1.828 -0.366 0.202 -0.11 -0.17 0.10
C 2.341 0.446 -0.873 0.04 0.10 -0.10
C 3.648 0.959 -0.830 -0.03 -0.08 0.04
C 4.113 1.757 -1.857 0.03 0.03 -0.02
C 3.289 2.049 -2.937 -0.03 -0.04 0.05
C 2.004 1.517 -3.007 0.02 0.02 -0.06
C 1.534 0.715 -1.990 -0.03 -0.02 0.03
C 2.343 -0.318 1.564 0.03 0.07 0.05
C 2.302 -1.463 2.375 0.01 -0.01 -0.08
C 2.716 -1.396 3.688 0.01 -0.02 0.05
C 3.148 -0.185 4.221 -0.02 -0.02 -0.05
C 3.172 0.958 3.433 0.03 0.05 0.01
C 2.779 0.898 2.110 -0.03 -0.04 -0.05
H 4.301 0.688 -0.012 0.00 0.05 0.01
H 5.121 2.147 -1.822 0.00 -0.01 -0.01
H 3.651 2.683 -3.734 0.01 -0.01 -0.01
H 1.379 1.731 -3.863 -0.01 0.00 0.01
H 0.532 0.307 -2.029 0.01 0.02 0.03
H 1.977 -2.404 1.950 -0.02 0.01 0.01
H 2.700 -2.285 4.304 0.01 0.00 0.00
H 3.458 -0.133 5.256 0.01 0.00 0.00
H 3.491 1.902 3.855 -0.01 0.00 0.01
H 2.744 1.796 1.510 0.03 0.02 0.01
```
Forces are in eV/Å.

The value obtained for the HOMO-LUMO gap is 6.0 eV. The total charge is +1.

Partial charges, natural (NBO), in e:
1. Tc 0.55
2. S -0.38
3. As 0.89
4. S 0.24
5. S -0.23
6. S -0.39
7. C -0.40
8. N -0.39
9. C 0.16
10. C -0.39
11. C 0.62
12. O -0.57
13. N -0.61
14. C 0.78
15. O -0.59
16. H 0.22
17. H 0.22
18. H 0.24
19. H 0.23
20. H 0.27
21. C 0.02
22. C -0.13
23. C 0.17
24. C -0.07
25. C -0.14
26. C -0.22
27. C -0.12
28. C -0.22
29. C -0.13
30. C -0.05
31. C -0.15
32. C -0.21
33. C -0.14
34. C -0.22
35. C -0.16
36. H 0.23
37. H 0.24
38. H 0.23
39. H 0.23
40. H 0.22
41. H 0.23
42. H 0.24
43. H 0.23
44. H 0.23
45. H 0.23


Molecular formula: C36H56BN8O8
Method: DFT, ωB97M-V with the def2-TZVPD basis set

XYZ file:
```
109
Properties=species:S:1:pos:R:3:forces:R:3
O 0.021 1.170 3.470 0.52 0.41 0.12
C 0.085 0.716 2.362 -0.53 0.11 0.82
O -0.506 -0.392 1.994 0.51 -0.44 -0.23
B -0.334 -0.557 0.544 -0.76 -0.41 -0.10
O 0.613 0.486 0.131 -0.11 0.25 0.01
C 0.732 1.366 1.122 -0.92 -1.14 -0.46
O 1.124 2.478 1.026 0.90 1.06 0.17
O -1.691 -0.424 -0.028 -0.88 -0.56 -1.31
C -1.991 -1.520 -0.779 1.49 0.61 1.49
O -3.011 -1.826 -1.297 -0.93 0.38 -0.41
C -0.712 -2.388 -0.760 -0.89 0.21 -1.21
O 0.102 -1.873 0.100 1.53 0.03 0.98
O -0.518 -3.295 -1.515 0.09 -0.57 0.19
C -3.264 2.552 1.416 -0.32 -0.43 -0.20
C -3.206 3.680 2.437 -0.03 0.04 -1.01
C -1.938 3.632 3.264 -0.47 1.21 1.72
C -1.897 4.871 4.083 0.57 -0.03 -0.61
N -1.834 5.848 4.680 -0.14 0.10 0.27
H -3.917 2.795 0.575 -0.30 -0.07 0.25
H -3.618 1.645 1.912 -0.02 -0.10 -0.26
H -2.327 2.288 0.918 0.27 0.26 0.38
H -4.093 3.655 3.072 0.09 -0.10 0.11
H -3.267 4.640 1.918 0.21 0.00 0.03
H -1.017 3.573 2.689 -0.03 -0.16 -0.01
H -1.985 2.894 4.070 0.22 -0.66 -0.65
C 1.404 -2.504 -4.114 -1.10 -1.13 0.37
C 1.367 -3.309 -5.421 0.13 0.66 -0.16
C 2.604 -4.187 -5.670 0.55 0.00 0.21
C 3.083 -4.948 -4.510 -0.43 0.07 0.39
N 3.421 -5.520 -3.573 0.08 -0.03 -0.17
H 2.319 -1.937 -3.972 0.04 0.01 0.04
H 1.197 -3.189 -3.286 0.79 -0.04 0.16
H 0.520 -1.873 -3.992 0.21 0.42 -0.61
H 1.316 -2.584 -6.236 0.06 -0.17 -0.23
H 0.470 -3.918 -5.518 -0.08 -0.01 0.30
H 3.453 -3.562 -5.955 -0.07 0.04 -0.15
H 2.459 -4.927 -6.458 -0.16 0.22 -0.18
C -2.769 2.961 -2.627 -0.90 -1.12 -1.82
C -1.374 2.481 -2.331 0.24 0.31 1.13
C -0.923 1.156 -2.976 -0.83 0.51 0.47
C -1.091 1.197 -4.417 0.41 0.13 -0.35
N -1.286 1.256 -5.547 0.00 -0.04 -0.14
H -2.970 2.832 -3.704 0.27 0.65 -0.05
H -2.986 3.989 -2.357 0.07 -0.03 0.24
H -3.541 2.265 -2.278 0.18 0.25 0.78
H -1.335 2.366 -1.243 0.39 -0.26 -0.08
H -0.635 3.254 -2.553 -0.04 -0.02 -0.21
H -1.582 0.341 -2.665 0.22 -0.03 0.34
H 0.101 0.995 -2.647 0.05 -0.39 -0.30
C 3.380 -0.040 3.205 -0.26 1.39 0.29
C 4.598 0.542 3.928 0.27 0.14 0.20
C 5.646 -0.464 4.473 -1.46 -0.75 -0.21
C 6.682 -0.713 3.484 0.42 0.04 0.71
N 7.517 -0.925 2.730 0.13 0.01 -0.32
H 3.560 -0.726 2.382 0.14 -0.37 0.31
H 2.875 0.826 2.762 0.07 -0.06 -0.18
H 2.648 -0.339 3.955 0.09 -0.81 -0.23
H 4.230 1.129 4.771 -0.05 -0.04 0.03
H 5.110 1.265 3.290 0.06 -0.09 -0.04
H 5.158 -1.434 4.637 -0.13 0.03 -0.24
H 5.966 -0.250 5.492 0.71 0.52 -0.33
C -2.370 -4.385 -4.157 0.29 0.20 -0.33
C -2.503 -5.898 -4.399 -0.74 1.28 -0.23
C -3.964 -6.339 -4.243 -0.47 -0.58 -0.39
C -4.939 -5.558 -5.029 0.63 0.30 0.40
N -5.673 -4.952 -5.668 -0.21 0.03 -0.13
H -2.852 -4.075 -3.230 0.19 -0.10 0.15
H -2.785 -3.742 -4.936 -0.24 -0.37 -0.17
H -1.316 -4.113 -4.114 -0.01 -0.01 0.31
H -1.852 -6.367 -3.666 -0.15 -0.52 -0.13
H -2.227 -6.157 -5.421 0.45 -0.02 0.09
H -4.279 -6.357 -3.200 -0.05 0.06 0.00
H -4.128 -7.335 -4.671 0.31 -0.24 0.45
C 2.169 5.027 5.943 0.14 -0.06 -0.01
C 2.240 3.716 5.157 -0.56 0.27 -0.73
C 2.715 4.023 3.714 0.81 -1.13 0.63
C 1.757 4.840 3.001 -0.22 0.39 -0.18
N 0.918 5.404 2.454 0.24 0.07 0.05
H 2.240 4.835 7.013 -0.24 0.14 0.03
H 1.283 5.615 5.706 -0.19 -0.22 0.14
H 3.004 5.679 5.673 0.17 -0.14 0.09
H 1.273 3.221 5.041 -0.10 0.11 0.36
H 2.885 2.994 5.657 0.29 0.07 -0.23
H 2.858 3.125 3.104 -0.25 -0.11 0.17
H 3.723 4.430 3.816 -0.18 0.61 -0.38
C -4.080 -4.046 0.904 0.08 0.51 0.59
C -5.550 -4.455 1.034 0.27 -0.58 -0.64
C -6.469 -3.313 0.662 0.09 1.12 -0.30
C -7.895 -3.576 0.775 0.02 -0.39 -0.10
N -9.008 -3.832 0.874 -0.21 0.03 0.05
H -3.501 -4.568 1.665 0.20 0.00 -0.16
H -3.987 -2.973 1.096 0.07 -0.05 0.22
H -3.605 -4.171 -0.068 -0.32 -0.34 -0.11
H -5.761 -4.864 2.021 -0.06 0.23 0.08
H -5.751 -5.263 0.323 -0.07 -0.10 0.16
H -6.236 -2.997 -0.361 -0.20 -0.18 -0.06
H -6.284 -2.392 1.227 0.18 -0.26 0.28
C 5.589 3.538 1.211 -0.14 0.19 0.10
C 4.671 2.970 0.121 0.99 -0.64 0.09
C 4.420 3.965 -1.045 -0.34 -1.00 1.65
C 4.030 3.249 -2.259 -0.07 0.74 0.07
N 3.749 2.735 -3.245 -0.02 -0.21 -0.05
H 6.415 4.130 0.813 0.01 -0.09 -0.12
H 6.026 2.739 1.811 -0.02 -0.05 -0.07
H 5.048 4.182 1.908 -0.05 0.08 -0.11
H 3.757 2.620 0.603 -0.25 0.18 -0.36
H 5.147 2.073 -0.286 0.02 0.03 0.01
H 5.340 4.526 -1.180 -0.13 0.21 -0.35
H 3.622 4.571 -0.613 -0.05 0.53 -0.86
```
Forces are in eV/Å.

The value obtained for the HOMO-LUMO gap is 10.0 eV. The total charge is -1.

Atomic partial charges in e from the Löwdin method, atoms 1 to 99:
1. O 0.13
2. C -0.42
3. O 0.25
4. B -0.92
5. O 0.23
6. C -0.41
7. O 0.15
8. O 0.19
9. C -0.38
10. O 0.15
11. C -0.41
12. O 0.26
13. O 0.14
14. C -0.09
15. C -0.25
16. C -0.19
17. C -0.26
18. N 0.13
19. H 0.07
20. H 0.08
21. H 0.06
22. H 0.11
23. H 0.11
24. H 0.09
25. H 0.12
26. C -0.10
27. C -0.24
28. C -0.19
29. C -0.25
30. N 0.14
31. H 0.08
32. H 0.06
33. H 0.07
34. H 0.11
35. H 0.09
36. H 0.12
37. H 0.11
38. C -0.11
39. C -0.25
40. C -0.16
41. C -0.25
42. N 0.14
43. H 0.07
44. H 0.07
45. H 0.08
46. H 0.09
47. H 0.12
48. H 0.11
49. H 0.12
50. C -0.07
51. C -0.24
52. C -0.18
53. C -0.24
54. N 0.14
55. H 0.09
56. H 0.05
57. H 0.08
58. H 0.09
59. H 0.08
60. H 0.12
61. H 0.11
62. C -0.10
63. C -0.23
64. C -0.20
65. C -0.24
66. N 0.14
67. H 0.07
68. H 0.08
69. H 0.04
70. H 0.11
71. H 0.11
72. H 0.11
73. H 0.11
74. C -0.10
75. C -0.23
76. C -0.20
77. C -0.23
78. N 0.18
79. H 0.07
80. H 0.07
81. H 0.07
82. H 0.10
83. H 0.09
84. H 0.09
85. H 0.11
86. C -0.10
87. C -0.25
88. C -0.21
89. C -0.24
90. N 0.13
91. H 0.07
92. H 0.07
93. H 0.07
94. H 0.11
95. H 0.11
96. H 0.13
97. H 0.12
98. C -0.10
99. C -0.25


Molecular formula: C27H28AuN8OS
Method: DFT, ωB97M-V with the def2-TZVPD basis set

XYZ file:
```
66
Properties=species:S:1:pos:R:3:forces:R:3
Au 0.212 2.082 -0.373 0.10 -0.47 0.04
N 4.170 3.434 -0.374 -0.72 0.13 0.04
C 4.594 2.127 -0.316 -0.46 -0.90 -0.02
C 5.860 1.561 -0.279 0.02 -0.03 0.03
C 5.927 0.183 -0.260 0.03 0.25 0.01
C 4.771 -0.604 -0.259 -0.28 0.02 0.00
C 3.508 -0.052 -0.286 0.06 0.16 0.00
C 3.417 1.337 -0.322 1.09 -0.91 0.02
N 2.345 2.189 -0.383 -1.77 0.53 -0.09
C 2.828 3.430 -0.420 0.43 0.40 -0.05
C 1.954 4.559 -0.579 0.59 1.07 -0.08
C 2.253 5.890 -0.728 -0.43 -0.65 0.06
S 0.830 6.792 -1.010 -0.14 -0.76 0.08
C -0.085 5.354 -0.909 -0.28 0.53 -0.11
N 0.619 4.282 -0.676 -0.21 -1.56 0.32
H 4.772 4.246 -0.362 -0.08 0.04 -0.04
H 6.750 2.171 -0.264 0.09 0.05 -0.02
H 6.891 -0.300 -0.251 0.11 -0.03 0.03
H 4.873 -1.675 -0.238 0.02 -0.21 0.00
H 2.622 -0.664 -0.288 -0.10 -0.16 0.00
H 3.214 6.362 -0.691 0.23 0.14 -0.02
H -1.152 5.338 -1.028 -0.29 0.04 -0.02
C -4.396 1.231 -0.885 0.05 -0.41 -0.50
N -4.208 2.313 0.053 1.57 -0.04 0.38
C -5.322 3.229 0.147 -0.61 0.39 0.03
C -2.941 2.586 0.488 -2.21 0.62 1.44
O -1.988 2.184 -0.234 2.74 -0.65 -1.71
N -2.787 3.232 1.656 0.36 -0.24 -0.65
C -3.797 3.308 2.691 -0.43 0.06 0.43
C -1.506 3.746 2.082 0.26 0.08 0.06
H -5.403 0.835 -0.757 0.08 -0.03 0.04
H -3.666 0.446 -0.694 -0.14 -0.02 -0.04
H -4.294 1.567 -1.922 -0.01 0.00 0.06
H -5.691 3.442 -0.860 0.12 0.05 0.04
H -5.045 4.167 0.618 0.03 -0.03 -0.01
H -6.151 2.776 0.696 0.09 0.05 0.07
H -4.599 2.598 2.517 0.01 0.00 -0.02
H -4.203 4.317 2.774 -0.06 -0.04 -0.03
H -3.323 3.068 3.644 -0.03 -0.06 -0.03
H -0.815 3.799 1.245 -0.08 0.16 0.17
H -1.074 3.117 2.866 -0.01 0.00 -0.02
H -1.647 4.746 2.497 0.10 -0.01 -0.06
N 0.082 -5.204 -1.443 -0.07 -0.27 -0.73
C 0.093 -6.484 -0.953 0.41 -0.17 0.57
C 0.194 -7.730 -1.549 0.01 -0.78 -0.07
C 0.170 -8.849 -0.712 0.20 0.85 -1.09
C 0.140 -8.726 0.678 -0.27 0.70 0.91
C 0.091 -7.487 1.289 -0.10 -0.36 -0.10
C 0.090 -6.343 0.468 -0.03 -0.42 -0.90
N 0.092 -5.037 0.772 -0.36 1.06 0.62
C 0.055 -4.363 -0.371 0.14 0.17 0.51
C 0.011 -2.918 -0.415 0.03 -0.82 0.06
C -0.016 -2.175 -1.601 0.03 0.63 0.15
C -0.018 -0.794 -1.532 0.27 -0.29 -1.13
N -0.003 -0.133 -0.375 -0.28 2.10 0.06
C -0.008 -0.826 0.765 0.28 -0.57 1.21
C -0.002 -2.205 0.794 0.07 0.68 -0.13
H 0.084 -4.959 -2.422 -0.02 -0.08 0.17
H 0.342 -7.838 -2.615 -0.26 -0.07 -0.05
H 0.194 -9.834 -1.154 0.09 -0.01 -0.04
H 0.134 -9.620 1.283 -0.02 -0.02 0.05
H 0.004 -7.381 2.359 0.18 -0.02 0.08
H -0.027 -2.646 -2.571 -0.05 0.08 -0.09
H -0.025 -0.200 -2.433 -0.01 0.01 -0.13
H -0.005 -0.256 1.681 -0.02 0.00 0.13
H 0.004 -2.744 1.728 -0.06 0.02 0.12
```
Forces are in eV/Å.

The value obtained for the HOMO-LUMO gap (alpha / beta) is 2.5 / 2.1 eV. The total charge is +3.

Partial charges, natural (NBO), in e:
1. Au 1.41
2. N -0.45
3. C 0.11
4. C -0.19
5. C -0.15
6. C -0.16
7. C -0.24
8. C 0.16
9. N -0.50
10. C 0.38
11. C 0.05
12. C -0.37
13. S 0.68
14. C -0.11
15. N -0.49
16. H 0.46
17. H 0.26
18. H 0.26
19. H 0.25
20. H 0.22
21. H 0.29
22. H 0.27
23. C -0.41
24. N -0.40
25. C -0.42
26. C 0.81
27. O -0.73
28. N -0.40
29. C -0.42
30. C -0.41
31. H 0.24
32. H 0.21
33. H 0.21
34. H 0.23
35. H 0.22
36. H 0.23
37. H 0.24
38. H 0.22
39. H 0.23
40. H 0.18
41. H 0.22
42. H 0.24
43. N -0.52
44. C 0.22
45. C -0.27
46. C -0.12
47. C -0.20
48. C -0.16
49. C 0.08
50. N -0.38
51. C 0.28
52. C 0.05
53. C -0.22
54. C 0.05
55. N -0.46
56. C 0.02
57. C -0.19
58. H 0.43
59. H 0.24
60. H 0.24
61. H 0.25
62. H 0.24
63. H 0.25
64. H 0.24
65. H 0.23
66. H 0.29


Molecular formula: C5H10O
Method: DFT, ωB97M-V with the def2-TZVPD basis set

XYZ file:
```
16
Properties=species:S:1:pos:R:3:forces:R:3
C 2.180 0.664 -0.733 -0.05 -0.07 0.00
C 0.807 0.869 -0.078 -0.12 -0.04 -0.01
C 0.221 -0.330 0.686 0.31 0.02 -0.03
O -0.685 0.117 1.697 -0.14 0.15 0.19
C -1.167 -0.851 0.785 -0.02 -0.22 -0.31
C -2.226 -0.622 -0.257 0.01 0.13 -0.02
H 2.898 0.233 -0.024 -0.17 0.02 -0.11
H 2.587 1.634 -1.046 -0.13 -0.23 0.03
H 2.144 0.021 -1.618 -0.04 0.03 0.15
H 0.935 1.625 0.709 -0.09 -0.12 -0.15
H 0.110 1.318 -0.797 -0.01 -0.27 0.13
H 0.983 -1.060 0.978 -0.01 0.33 0.40
H -1.328 -1.794 1.322 0.37 -0.04 -0.41
H -2.050 0.284 -0.839 -0.10 -0.04 0.08
H -3.245 -0.620 0.145 0.20 0.16 0.09
H -2.165 -1.488 -0.928 -0.02 0.20 -0.03
```
Forces are in eV/Å.

The value obtained for the HOMO-LUMO gap is 11.0 eV. As for the structure (SMILES): CC[C@H]1O[C@H]1C.

Partial charges, natural (NBO), in e:
1. C -0.61
2. C -0.43
3. C 0.06
4. O -0.50
5. C 0.07
6. C -0.64
7. H 0.20
8. H 0.21
9. H 0.20
10. H 0.22
11. H 0.21
12. H 0.17
13. H 0.17
14. H 0.21
15. H 0.22
16. H 0.22


For the records above, the corresponding energy above the lowest of the compared OMol25 structures with the same formula, charge and spin values read 0.00 3.91 38.75 34.19 kcal per mole.
For the records above, the corresponding maximum force values read 3.03 2.32 3.30 0.55 eV Å⁻¹.